Record 1
DFT (ωB97M-V/def2-TZVPD) results for the molecule C10H16N2O3.

Summary:
**Structure (SMILES)**: CC(C)Cc1cc(=O)n(C(=O)N(C)C)o1
**Energy relative to the best compared isomer or geometry (same formula, charge and spin)**: 114.2 kcal per mole

```
31
Properties=species:S:1:pos:R:3:nbo_charge:R:1
O -2.71 -2.52 0.22 -0.5425
O -1.38 -2.34 2.79 -0.5057
O -0.49 0.29 0.48 -0.2855
C -1.94 -1.57 0.26 0.6142
C -0.82 -1.40 2.33 0.7984
C -1.78 -0.84 -0.99 -0.3740
C -1.01 0.26 -0.83 0.3515
N -1.05 -0.84 1.09 -0.2138
N -0.02 -0.62 3.20 -0.5247
C 1.36 -0.23 2.85 -0.4130
C -0.93 0.20 4.02 -0.4345
C 0.81 1.19 -3.97 -0.6058
C 1.99 0.28 -1.77 -0.6185
C -0.45 1.05 -1.93 -0.4672
C 0.74 0.36 -2.63 -0.1817
H -2.25 -1.17 -1.86 0.2328
H 1.52 0.87 2.95 0.1920
H 1.74 -0.37 1.86 0.2072
H 2.00 -0.72 3.53 0.1953
H -0.45 1.04 4.72 0.2289
H -1.25 -0.57 4.80 0.2162
H -1.87 0.41 3.40 0.1978
H 1.56 0.75 -4.59 0.2123
H -0.21 1.20 -4.48 0.2059
H 0.99 2.28 -3.78 0.2073
H 2.72 -0.26 -2.34 0.2149
H 1.69 -0.46 -1.08 0.2100
H 2.42 1.14 -1.24 0.2157
H -0.22 2.03 -1.60 0.2256
H -1.27 1.22 -2.58 0.2357
H 0.52 -0.67 -2.83 0.2051
```

Record 2
DFT (ωB97M-V/def2-TZVPD) results for the molecule C10H16N2O3.

Summary:
**Structure (SMILES)**: CC(=O)NC1=C(C)[C@H](C)C(O)(O)C(C)=N1
**Energy relative to the best compared isomer or geometry (same formula, charge and spin)**: 51.5 kcal per mole

```
31
Properties=species:S:1:pos:R:3:nbo_charge:R:1
C -0.42 0.78 0.19 0.0175
C -0.34 -0.52 -0.52 0.2877
C 1.55 -1.27 0.71 0.2895
C -2.64 -0.77 -1.50 0.6963
C 0.65 0.90 1.23 -0.3020
C 1.14 -0.44 1.86 0.4469
C -1.21 2.00 -0.24 -0.6868
C 2.74 -2.13 0.68 -0.6720
C -3.44 -1.55 -2.60 -0.7005
C 1.81 1.55 0.54 -0.6120
N 0.72 -1.29 -0.27 -0.4546
N -1.25 -0.94 -1.51 -0.6233
O -3.30 -0.15 -0.71 -0.6004
O 1.99 -0.15 2.95 -0.7126
O -0.05 -1.15 2.33 -0.7229
H 0.25 1.53 2.05 0.2242
H -2.32 1.81 -0.34 0.2690
H -0.77 2.21 -1.22 0.2252
H -1.17 2.85 0.40 0.2183
H 2.48 -3.18 0.60 0.2445
H 3.52 -1.97 1.38 0.2352
H 3.26 -1.95 -0.29 0.2344
H -3.85 -2.46 -2.19 0.2375
H -2.82 -1.77 -3.43 0.2003
H -4.15 -0.83 -2.97 0.2364
H 2.11 1.05 -0.42 0.2168
H 2.70 1.70 1.08 0.2233
H 1.43 2.58 0.16 0.2113
H -0.94 -1.53 -2.19 0.3999
H 1.32 -0.28 3.72 0.4955
H -0.76 -0.54 2.37 0.4772
```

Record 3
DFT (ωB97M-V/def2-TZVPD) results for the ion C10H16N3 with charge +1.

Summary:
**Charge**: +1
**Energy relative to the best compared isomer or geometry (same formula, charge and spin)**: 113.0 kcal per mole

```
29
Properties=species:S:1:pos:R:3:nbo_charge:R:1
C 2.32 2.47 1.43 0.3295
C -0.85 -2.59 0.40 0.1754
C 1.29 3.55 1.32 -0.4958
C 0.25 2.90 0.36 -0.3951
C -0.49 0.62 -0.48 -0.4244
C -1.55 -0.51 -0.35 -0.1942
C -0.49 -2.29 -1.91 -0.2508
C -0.48 -3.77 -1.57 -0.2650
C 0.72 0.80 1.60 0.3613
C -0.28 1.48 0.74 -0.3235
N 1.94 1.25 1.67 -0.3946
N -0.94 -1.76 -0.57 -0.4638
N -0.57 -3.82 -0.10 -0.6225
H 3.38 2.51 1.22 0.2352
H 0.97 3.85 2.34 0.2709
H 1.79 4.36 0.87 0.2593
H -0.58 3.61 0.08 0.2782
H 0.86 2.64 -0.54 0.2203
H 0.46 0.09 -0.82 0.2317
H -0.86 1.19 -1.27 0.2345
H -1.79 -0.45 0.76 0.2230
H -2.46 -0.41 -0.90 0.2146
H 0.56 -2.02 -2.04 0.1913
H -1.11 -1.79 -2.63 0.2220
H -1.38 -4.27 -1.92 0.1961
H 0.25 -4.50 -1.86 0.2222
H 0.46 -0.01 2.35 0.2635
H -1.17 1.60 1.47 0.2761
H -0.24 -4.70 0.36 0.4247
```

Record 4
DFT (ωB97M-V/def2-TZVPD) results for the ion C10H16N3O5S with charge -1.

Summary:
**Structure (SMILES)**: CNC(=O)[C@@H](CC(=O)O)NC(=O)[C@H](C[S-])NC(C)=O
**Charge**: -1
**Energy relative to the best compared isomer or geometry (same formula, charge and spin)**: 0.0 kcal per mole

```
35
Properties=species:S:1:pos:R:3:nbo_charge:R:1
O -3.25 -2.04 -1.35 -0.6520
O 0.75 3.38 -3.52 -0.6033
O -2.00 0.69 1.45 -0.6618
O 1.07 3.34 0.98 -0.6783
S 1.23 -2.09 1.10 -0.6580
O 0.74 4.22 -1.41 -0.7216
C -2.12 -2.52 -1.30 0.6771
C 0.71 3.18 -2.30 0.8040
C -1.33 -0.13 0.79 0.6834
C 0.98 2.15 0.80 0.6922
N 1.71 1.20 1.45 -0.6442
N -1.29 -2.39 -0.26 -0.6508
N -0.46 0.28 -0.11 -0.6403
C -1.60 -3.35 -2.47 -0.7043
C 2.55 1.46 2.60 -0.4136
C -0.40 -2.17 1.95 -0.5062
C 0.67 1.77 -1.67 -0.5273
C -1.49 -1.64 0.99 -0.1457
C -0.01 1.66 -0.28 -0.1311
H 0.90 4.01 -0.46 0.5115
H 1.60 0.21 1.14 0.4481
H -0.35 -2.74 -0.34 0.4238
H 0.13 -0.50 -0.49 0.4329
H -0.72 -2.89 -2.88 0.2215
H -1.41 -4.36 -2.09 0.2195
H -2.36 -3.44 -3.26 0.2287
H 3.18 2.33 2.38 0.2017
H 3.12 0.55 2.79 0.2201
H 1.93 1.69 3.47 0.1950
H -0.60 -3.22 2.22 0.2019
H -0.34 -1.59 2.88 0.2127
H 0.14 1.17 -2.38 0.2474
H 1.65 1.33 -1.65 0.2367
H -2.41 -1.84 1.48 0.2296
H -0.90 2.28 -0.25 0.2511
```

Record 5
DFT (ωB97M-V/def2-TZVPD) results for a structure of composition C10H16N4STeV.

Summary:
**2S+1**: 4
**Charge**: +2
**Energy relative to the best compared isomer or geometry (same formula, charge and spin)**: 2.8 kcal per mole

```
33
Properties=species:S:1:pos:R:3:nbo_charge:R:1
V 0.80 -0.51 -1.27 1.0294
C -0.64 -1.56 2.67 -0.7075
C -0.43 -1.14 1.25 0.3439
N 0.72 -1.05 0.69 -0.3470
N 1.88 -1.32 1.39 -0.4295
C 3.01 -1.46 0.65 0.3550
N 4.11 -1.76 1.31 -0.7127
S 3.04 -1.30 -1.07 -0.1701
C -1.58 -0.84 0.33 0.1174
C -2.88 -0.84 0.77 -0.1832
C -3.91 -0.65 -0.16 -0.1023
C -3.59 -0.48 -1.48 -0.2043
C -2.25 -0.46 -1.85 0.0777
N -1.25 -0.62 -0.97 -0.5431
H 0.07 -2.34 2.96 0.2482
H -1.63 -1.97 2.83 0.2694
H -0.52 -0.70 3.34 0.2764
H 1.84 -1.50 2.38 0.4215
H 4.15 -1.87 2.31 0.4240
H 4.96 -1.89 0.78 0.4488
H -3.11 -1.00 1.81 0.2488
H -4.94 -0.65 0.17 0.2614
H -4.35 -0.35 -2.24 0.2657
H -1.96 -0.30 -2.88 0.2236
C 2.54 2.87 -1.69 -0.8276
Te 0.78 1.95 -2.44 0.5714
C -0.65 3.05 -1.34 -0.8340
H 2.63 3.83 -2.19 0.2593
H 3.37 2.22 -1.94 0.2504
H 2.44 2.98 -0.62 0.2359
H -0.24 3.25 -0.35 0.2399
H -1.55 2.45 -1.27 0.2326
H -0.85 3.98 -1.87 0.2607
```

Record 6
DFT (ωB97M-V/def2-TZVPD) results for a structure of composition C10H16N5S2V.

Summary:
**2S+1**: 2
**Charge**: +1
**Energy**: -65430.7548 eV

```
34
Properties=species:S:1:pos:R:3:nbo_charge:R:1
V -0.02 0.02 0.37 0.6068
N 1.50 -2.62 2.86 -0.6694
C 1.32 -2.31 1.40 -0.0193
C 0.48 -3.37 0.70 -0.4401
C 0.19 -2.93 -0.75 -0.0407
N -0.71 -1.78 -0.76 -0.8596
C 1.50 -2.59 -1.47 -0.4286
C 2.41 -1.61 -0.73 -0.0386
N 1.81 -0.27 -0.70 -0.8611
C 2.66 -2.11 0.71 -0.4419
H 0.58 -2.68 3.32 0.4605
H 2.01 -1.86 3.32 0.4628
H 2.01 -3.51 2.99 0.4453
H 0.76 -1.34 1.38 0.1785
H -0.47 -3.51 1.23 0.2333
H 1.01 -4.32 0.68 0.2359
H -0.27 -3.79 -1.26 0.2246
H -1.63 -2.04 -0.39 0.4153
H -0.87 -1.47 -1.72 0.4062
H 1.26 -2.19 -2.46 0.2298
H 2.06 -3.52 -1.62 0.2445
H 3.38 -1.58 -1.25 0.2272
H 1.57 0.02 -1.65 0.4084
H 2.49 0.41 -0.36 0.4122
H 3.27 -1.38 1.24 0.2342
H 3.21 -3.05 0.65 0.2374
S -0.31 0.54 2.51 -0.2086
C -0.73 2.23 2.48 -0.2846
C -0.66 2.88 3.72 0.2382
N -0.55 3.35 4.76 -0.2596
C -1.05 2.82 1.29 -0.2517
S -1.04 1.92 -0.19 -0.0880
C -1.40 4.17 1.17 0.2328
N -1.67 5.27 0.98 -0.2420
```

Record 7
DFT (ωB97M-V/def2-TZVPD) results for the ion C10H16NS with charge +1.

Summary:
**Structure (SMILES)**: CC1(C)[C@@H]([NH3+])[C@]1(C)c1cccs1
**Charge**: +1
**Energy relative to the best compared isomer or geometry (same formula, charge and spin)**: 42.2 kcal per mole

```
28
Properties=species:S:1:pos:R:3:nbo_charge:R:1
C 0.87 1.87 -3.37 -0.2497
C 0.08 1.03 -2.52 -0.2736
C 1.61 2.73 -2.73 -0.3990
C 0.36 1.23 -1.19 -0.1789
C -1.00 -0.54 0.00 -0.1106
C -0.12 0.69 0.14 -0.0670
C 0.49 -0.92 0.36 0.0360
C -0.46 1.71 1.17 -0.6507
C 0.70 -1.50 1.77 -0.6579
C 1.33 -1.50 -0.78 -0.6285
N -2.03 -0.73 1.06 -0.6661
S 1.57 2.58 -1.05 0.4224
H 0.87 1.79 -4.53 0.2429
H -0.60 0.31 -3.11 0.2427
H 2.28 3.35 -3.25 0.2521
H -1.39 -0.88 -1.01 0.2448
H -0.50 1.22 2.16 0.2132
H -1.43 2.11 0.83 0.2255
H 0.25 2.63 1.23 0.2807
H 1.59 -0.93 2.24 0.2622
H 0.83 -2.59 1.79 0.2515
H -0.13 -1.54 2.47 0.1803
H 2.25 -1.53 -0.45 0.2282
H 1.17 -0.97 -1.73 0.2483
H 1.21 -2.55 -0.85 0.2274
H -1.57 -1.15 1.82 0.4373
H -2.83 -1.15 0.73 0.4428
H -2.38 0.19 1.46 0.4435
```

Record 8
DFT (ωB97M-V/def2-TZVPD) results for a cluster of 3 separate species, C10H16NS2 in total.

Summary:
**Charge**: +1
**Energy relative to the best compared isomer or geometry (same formula, charge and spin)**: 98.9 kcal per mole

```
29
Properties=species:S:1:pos:R:3:nbo_charge:R:1
C -3.39 -2.52 0.15 -0.2570
C -3.47 -1.55 1.17 -0.2811
C -4.35 -2.38 -0.84 -0.4358
C -4.41 -0.63 0.86 -0.4182
C -4.68 2.65 -0.72 -0.1925
C 3.04 1.92 -1.78 -0.6108
C 2.68 -1.51 0.54 -0.6303
C 1.67 1.25 1.49 0.1318
C 1.98 1.28 -0.89 -0.2377
C 3.35 -0.15 0.57 -0.2659
N 2.38 0.94 0.46 -0.2050
S -5.83 3.65 -0.52 0.1902
S -5.30 -1.05 -0.55 0.4966
H -2.71 -3.31 0.14 0.2116
H -2.74 -1.45 1.98 0.2173
H -4.49 -2.98 -1.62 0.2249
H 2.68 1.84 -2.76 0.2442
H 3.25 2.92 -1.61 0.2307
H 3.93 1.48 -1.73 0.2138
H 2.02 -1.70 1.41 0.2261
H 1.91 -1.60 -0.19 0.2252
H 3.53 -2.28 0.43 0.2628
H 0.78 1.74 1.25 0.2222
H -4.73 0.30 1.44 0.2447
H 1.98 0.84 2.42 0.2295
H 1.57 0.39 -1.45 0.2497
H 1.14 1.98 -0.76 0.2252
H 4.12 0.04 -0.28 0.2363
H 4.07 -0.10 1.39 0.2516
```